A structure of composition C25H43F3P2Ru at a distorted geometry, computed with wB97M-V/def2-TZVPD.

Last column: Löwdin spin population.
CARTESIAN COORDINATES (ANGSTROEM)
Ru -0.757 0.968 -3.932  1.247
C -0.456 -2.140 0.614  0.121
C 0.865 -2.172 0.116  0.117
C 0.815 -0.697 1.873  0.007
C -0.496 -1.188 1.671  0.292
C 1.667 -1.322 0.919  0.279
C -1.634 -2.874 0.112  0.015
H -1.399 -3.435 -0.798  0.000
H -2.484 -2.203 -0.105  0.004
H -1.968 -3.608 0.861  0.006
C -1.692 -0.778 2.433  0.052
H -2.541 -0.787 1.743  0.007
H -1.551 0.243 2.812  0.004
H -1.954 -1.414 3.296  0.020
C 1.239 0.208 2.959  -0.012
H 1.305 -0.348 3.905  -0.004
H 0.507 1.010 3.107  -0.002
H 2.221 0.647 2.760  0.000
C 3.137 -1.238 0.857  0.051
H 3.550 -1.823 1.684  0.018
H 3.507 -0.208 0.965  0.009
H 3.526 -1.653 -0.078  0.001
C 1.320 -3.022 -0.996  0.016
H 1.765 -3.979 -0.667  0.006
H 2.081 -2.496 -1.579  0.002
H 0.482 -3.258 -1.660  0.003
C -1.832 1.257 -5.649  0.104
C -2.373 -0.193 -5.746  0.106
C -1.461 -1.354 -6.214  0.004
C 0.089 -1.096 -6.173  0.018
C 0.500 -0.238 -4.969  0.044
C 0.806 1.195 -5.095  0.034
C 0.493 1.917 -6.376  0.006
C -0.990 1.761 -6.783  0.020
H -1.771 -1.699 -7.236  0.001
H 0.539 -0.773 -7.126  0.003
H -1.648 -2.192 -5.514  0.002
H -1.099 1.087 -7.635  0.002
H -2.765 1.902 -5.565  0.022
H -3.421 -0.344 -6.149  0.014
H -1.374 2.745 -7.104  0.001
H 0.741 2.965 -6.241  0.000
H 1.747 1.485 -4.630  0.013
H 1.152 1.552 -7.151  -0.001
H 0.529 -2.098 -6.029  0.000
H 1.280 -0.805 -4.439  0.009
P -2.839 -0.069 -4.005  0.624
P 1.744 1.641 -1.784  0.617
C -0.229 2.988 -3.430  0.073
C 1.086 3.218 -2.643  0.101
H -1.099 3.485 -2.939  0.006
H -0.215 3.397 -4.465  0.012
H 1.936 3.583 -3.272  0.012
H 0.929 3.954 -1.820  0.008
C 2.116 2.336 -0.158  0.086
H 2.232 1.547 0.585  0.006
H 1.306 2.986 0.181  0.000
H 3.043 2.906 -0.238  0.018
C 3.341 1.382 -2.615  0.095
H 3.689 2.294 -3.091  0.017
H 3.191 0.599 -3.361  0.006
H 4.055 1.009 -1.890  0.000
C -4.457 0.604 -3.592  0.148
H -4.589 -0.165 -2.793  0.017
H -5.138 0.464 -4.432  0.009
H -4.465 1.620 -3.173  0.014
C -1.051 -1.222 -3.031  0.236
H -0.899 -1.499 -1.973  0.012
H -0.363 -1.859 -3.618  0.019
H -2.027 -1.729 -3.247  0.049
F -2.558 0.311 -1.326  0.014
C -1.817 1.382 -1.752  0.071
F -2.627 2.467 -1.482  0.010
F -0.809 1.483 -0.825  0.060

Results
⟨S²⟩: 8.780
HOMO level (spin up / spin down) (eV): -9.4862 / -9.3835
Net charge: +1
Energy relative to the best compared isomer or geometry (same formula, charge and spin) (eV): 7.263
2S+1: 6